1.
ORCA calculation (ωB97M-V/def2-TZVPD) on C16H18N6OS2 in the gas phase at a distorted geometry.

Calculated values
charge = 0
SMILES string = Nc1sc2cccnc2c1C(=O)Nc1cnsc1N1CCC[C@H](N)C1
gap between HOMO and LUMO = 8.471 eV
HOMO = -0.297 hartree

Each line ends with the Löwdin charge.
CARTESIAN COORDINATES (ANGSTROEM)
O (3.78, 0.88, 0.20)  0.000
N (3.04, -1.23, -3.31)  -0.264
N (0.40, -0.58, 2.20)  0.111
S (1.39, -1.26, -3.99)  0.935
S (2.42, 1.92, 4.53)  1.078
C (2.59, 0.68, 0.61)  -0.261
C (3.08, -0.72, -2.12)  -0.223
C (2.26, 1.00, 2.08)  -0.138
C (2.94, 1.85, 2.88)  -0.609
C (1.86, -0.20, -1.54)  -0.219
C (0.81, -0.56, -2.40)  -0.462
C (-0.61, -1.15, 2.95)  -0.069
C (1.24, 0.33, 2.73)  -0.306
C (-0.64, -0.77, 4.33)  -0.129
C (0.16, 0.06, 4.93)  -0.091
C (1.17, 0.66, 4.10)  -0.363
N (4.08, 2.30, 2.37)  0.106
N (1.58, 0.37, -0.31)  0.149
N (-0.56, -0.37, -2.17)  -0.149
N (-3.32, -0.30, -3.57)  0.016
C (-1.30, -1.57, -1.64)  -0.164
C (-2.48, -1.25, -0.71)  -0.165
C (-1.25, 0.84, -2.67)  -0.102
C (-3.35, -0.01, -1.11)  -0.145
C (-2.87, 0.62, -2.50)  -0.326
H (3.95, -0.46, -1.53)  0.100
H (-1.25, -1.91, 2.56)  0.089
H (-1.47, -1.24, 4.84)  0.104
H (-0.02, 0.38, 5.98)  0.130
H (4.29, 3.27, 2.51)  0.107
H (4.20, 1.89, 1.46)  0.044
H (0.60, 0.44, -0.02)  0.138
H (-3.03, 0.09, -4.48)  0.077
H (-2.94, -1.27, -3.46)  0.079
H (-1.61, -2.26, -2.43)  0.106
H (-0.73, -2.11, -1.03)  0.068
H (-3.09, -2.17, -0.81)  0.110
H (-2.22, -1.11, 0.41)  0.110
H (-0.96, 1.77, -2.10)  0.119
H (-1.12, 1.07, -3.70)  0.087
H (-4.39, -0.36, -1.12)  0.098
H (-3.35, 0.88, -0.42)  0.110
H (-3.33, 1.59, -2.54)  0.113

---

2.
ORCA calculation (ωB97M-V/def2-TZVPD) on 2 unconnected molecules or ions with the total composition C2H12N7 at a distorted geometry.

Calculated values
charge = +1
gap between HOMO and LUMO = 11.126 eV
HOMO = -0.503 hartree

Each line ends with the Löwdin charge.
CARTESIAN COORDINATES (ANGSTROEM)
C (-0.32, -2.13, 0.55)  -0.034
C (0.52, -0.99, -0.02)  -0.420
N (-2.98, 1.24, -0.81)  -0.294
N (-1.94, 0.86, -0.53)  0.179
N (2.03, -1.37, -0.30)  0.067
N (-3.98, 1.80, -0.97)  0.159
N (0.51, 0.17, 0.83)  0.032
N (1.33, 2.36, -0.09)  0.002
N (1.74, 1.29, 0.58)  0.002
H (-1.37, -1.82, 0.80)  0.106
H (-0.24, -2.97, -0.06)  0.068
H (0.03, -2.49, 1.45)  0.059
H (0.15, -0.62, -1.04)  0.147
H (2.14, -2.14, 0.34)  0.067
H (1.84, -1.93, -1.13)  0.077
H (-4.77, 1.67, -1.60)  0.129
H (-0.39, 0.73, 0.89)  0.118
H (0.78, -0.06, 1.87)  0.211
H (1.35, 2.50, -1.13)  0.144
H (1.28, 3.19, 0.44)  0.084
H (2.31, 0.71, -0.05)  0.096

---

3.
ORCA calculation (ωB97M-V/def2-TZVPD) on C6H13N in the gas phase at a distorted geometry.

Calculated values
charge = 0
SMILES string = CCN1CCCC1
gap between HOMO and LUMO = 8.652 eV
HOMO = -0.275 hartree

Each line ends with the Löwdin charge.
CARTESIAN COORDINATES (ANGSTROEM)
C (0.84, 0.40, -0.38)  -0.208
N (-0.41, -0.14, 0.29)  -0.174
C (-1.02, 0.71, 1.30)  -0.248
C (-0.97, 2.20, 0.90)  -0.104
C (-0.39, -1.58, -0.01)  -0.199
C (0.88, -1.92, -0.81)  -0.162
C (1.13, -0.55, -1.52)  -0.173
H (1.62, 0.36, 0.40)  0.117
H (0.81, 1.45, -0.59)  0.084
H (-2.05, 0.37, 1.46)  0.105
H (-0.55, 0.54, 2.30)  0.111
H (-1.46, 2.39, -0.06)  0.079
H (-1.50, 2.80, 1.65)  0.072
H (0.04, 2.59, 0.87)  0.055
H (-0.50, -2.25, 0.86)  0.110
H (-1.26, -1.77, -0.65)  0.105
H (1.75, -2.22, -0.23)  0.106
H (0.52, -2.60, -1.58)  0.102
H (2.15, -0.39, -1.89)  0.109
H (0.37, -0.38, -2.29)  0.114

---

4.
ORCA calculation (ωB97M-V/def2-TZVPD) on 2 unconnected molecules or ions with the total composition C5H12O2.

Calculated values
charge = 0
SMILES string = CC/C=C(\C)O.O
gap between HOMO and LUMO = 9.522 eV
HOMO = -0.322 hartree

Each line ends with the Löwdin charge.
CARTESIAN COORDINATES (ANGSTROEM)
C (2.17, 0.38, 1.07)  -0.115
C (1.21, 0.75, -0.07)  -0.256
C (0.39, -0.43, -0.50)  -0.101
O (-0.85, -0.95, 2.30)  -0.066
C (-0.85, -0.42, -1.02)  -0.410
C (-1.68, 0.80, -1.29)  -0.018
O (-1.40, -1.61, -1.41)  0.029
H (1.61, 0.00, 1.93)  0.062
H (2.87, -0.40, 0.74)  0.074
H (2.76, 1.25, 1.39)  0.071
H (0.56, 1.57, 0.27)  0.101
H (1.78, 1.14, -0.92)  0.111
H (0.86, -1.41, -0.43)  0.126
H (-0.60, -1.88, 2.22)  0.044
H (-0.77, -0.64, 1.38)  -0.009
H (-1.69, 1.01, -2.37)  0.094
H (-2.72, 0.65, -0.97)  0.088
H (-1.29, 1.69, -0.78)  0.075
H (-2.35, -1.50, -1.54)  0.100

---

5.
ORCA calculation (ωB97M-V/def2-TZVPD) on a molecular structure, C21H14N14O6S2Sn at a distorted geometry.

Calculated values
charge = 0
gap between HOMO and LUMO = 7.806 eV
HOMO = -0.343 hartree

Each line ends with the Löwdin charge.
CARTESIAN COORDINATES (ANGSTROEM)
Sn (-0.38, -0.38, 0.14)  1.131
N (-0.54, -2.66, -2.56)  0.168
C (-1.67, -1.97, -2.26)  -0.440
N (-2.78, -2.05, -2.95)  0.067
N (-3.62, -1.18, -2.35)  -0.030
N (-3.07, -0.60, -1.36)  -0.017
N (-1.80, -1.10, -1.24)  -0.070
C (0.65, -2.53, -1.91)  -0.440
N (1.75, -3.17, -2.27)  0.066
N (2.67, -2.80, -1.36)  -0.038
N (2.19, -1.99, -0.51)  -0.051
N (0.87, -1.79, -0.82)  -0.091
H (-0.57, -3.28, -3.36)  0.160
S (-2.50, -3.27, 3.11)  1.151
C (-2.19, -2.15, 1.87)  -0.415
N (-0.93, -1.92, 1.63)  -0.079
C (-0.09, -2.65, 2.47)  -0.282
C (1.30, -2.61, 2.50)  -0.016
C (1.95, -3.41, 3.42)  -0.052
C (1.24, -4.23, 4.31)  -0.068
C (-0.14, -4.27, 4.29)  -0.075
C (-0.80, -3.46, 3.36)  -0.446
H (-2.98, -1.64, 1.34)  0.092
H (1.87, -2.00, 1.82)  0.076
H (3.03, -3.40, 3.46)  0.113
H (1.78, -4.84, 5.01)  0.110
H (-0.69, -4.89, 4.98)  0.114
C (5.60, 1.82, 2.09)  -0.025
C (4.44, 1.50, 1.21)  -0.311
C (4.59, 1.26, -0.15)  0.002
C (3.45, 0.95, -0.87)  -0.104
N (2.25, 0.89, -0.29)  -0.001
C (2.23, 1.12, 1.02)  -0.774
S (0.60, 1.09, 1.74)  0.767
N (3.24, 1.42, 1.80)  0.115
H (6.48, 2.10, 1.51)  0.078
H (5.85, 0.96, 2.71)  0.090
H (5.34, 2.64, 2.77)  0.086
H (5.55, 1.32, -0.63)  0.114
H (3.49, 0.73, -1.93)  0.123
O (-3.75, 1.83, 1.54)  0.114
C (-2.88, 1.53, 0.76)  -0.569
O (-2.07, 0.51, 0.95)  -0.271
C (-2.73, 2.29, -0.53)  -0.103
C (-3.86, 2.84, -1.11)  0.093
C (-3.75, 3.47, -2.34)  -0.094
C (-2.55, 3.60, -3.02)  0.095
C (-1.44, 3.06, -2.40)  -0.107
C (-1.51, 2.42, -1.17)  0.028
N (-0.14, 3.14, -3.07)  -0.343
O (0.72, 2.36, -2.70)  0.066
O (0.00, 3.96, -3.95)  0.107
N (-4.97, 4.03, -2.97)  -0.347
O (-6.01, 3.92, -2.36)  0.099
O (-4.84, 4.57, -4.05)  0.090
H (-4.82, 2.76, -0.62)  0.142
H (-2.49, 4.09, -3.97)  0.136
H (-0.58, 2.09, -0.73)  0.066

---

6.
ORCA calculation (ωB97M-V/def2-TZVPD) on a molecular structure, C19H18LuNOS at a distorted geometry.

Calculated values
charge = 0
gap between HOMO and LUMO (alpha / beta) = 6.094 / 5.462 eV
HOMO (alpha / beta) = -0.245 / -0.231 hartree

Each line ends with the Löwdin charge.
CARTESIAN COORDINATES (ANGSTROEM)
C (0.77, -1.66, 1.76)  -0.390
C (-0.75, -1.80, 1.69)  -0.329
C (-1.08, -2.12, 0.32)  -0.161
H (-1.57, -1.52, 2.46)  0.128
C (0.14, -2.40, -0.38)  -0.248
C (1.27, -2.04, 0.42)  -0.235
H (2.35, -2.11, 0.18)  0.115
H (1.54, -1.39, 2.57)  0.132
H (-2.13, -2.27, 0.00)  0.129
H (0.20, -2.80, -1.39)  0.098
C (-1.16, 2.13, 0.14)  -0.193
C (-1.11, 1.75, 1.51)  -0.214
C (0.31, 1.73, 1.91)  -0.375
H (-1.97, 1.28, 2.10)  0.120
C (1.12, 2.10, 0.73)  -0.252
C (0.19, 2.45, -0.29)  -0.278
H (0.47, 2.83, -1.27)  0.099
H (-2.09, 2.29, -0.42)  0.119
H (0.91, 1.59, 2.87)  0.106
H (2.24, 2.11, 0.78)  0.113
Lu (0.30, 0.04, -0.23)  1.674
O (-0.99, 0.20, -1.90)  -0.428
C (-1.18, -0.84, -2.89)  -0.320
C (0.03, -1.00, -3.71)  -0.055
H (-1.46, -1.78, -2.38)  0.087
H (-2.02, -0.31, -3.37)  0.120
H (0.78, -1.70, -3.35)  0.103
H (0.96, -2.04, -5.90)  0.113
C (0.75, -0.97, -6.01)  -0.041
C (0.23, -0.27, -4.87)  -0.248
C (-0.07, 1.13, -5.02)  -0.018
H (-0.44, 1.69, -4.15)  0.111
C (0.14, 1.76, -6.24)  -0.093
H (-0.09, 2.82, -6.34)  0.103
C (0.62, 1.04, -7.35)  -0.090
H (0.77, 1.55, -8.31)  0.100
C (0.92, -0.33, -7.22)  -0.096
H (1.30, -0.89, -8.08)  0.102
S (-0.12, -0.19, 2.51)  0.856
C (-0.08, -0.05, 4.12)  -0.572
N (-0.01, -0.01, 5.26)  0.106

---

ΔE to the lowest compared entry with this formula, charge and spin / eV: 2.9762 0.3892 1.0007 0.9805 0.3403 10.3598